# 1
This record from the OMol25 dataset describes a structure of composition C26H36Ge2N8Ti. The level of theory is wB97M-V/def2-TZVPD.

Results
- <S²> = 2.005
- multiplicity = 3
- net charge = +2
- energy (eV) = -175599.7137
- HOMO-LUMO gap (spin up / spin down) (eV) = 6.81 / 6.69

```
73
Properties=species:S:1:pos:R:3:forces:R:3:lowdin_spin:R:1
Ti -0.20980 -0.02383 -0.44696 -0.200 -0.034 -0.759 1.78
N 3.43131 0.94811 -2.56276 0.033 -0.022 0.037 0.00
C 2.11868 1.07313 -2.72509 -0.130 0.031 -0.015 0.01
N 1.49856 0.24586 -1.89389 0.122 -0.017 0.130 0.01
C 2.53987 -0.36396 -1.24322 0.002 -0.616 0.399 0.00
N 3.72495 0.03491 -1.61692 -0.099 0.223 -0.246 0.00
C 2.31532 -1.49507 -0.31754 0.136 0.128 -0.411 0.01
C 3.34858 -2.34047 0.05415 -0.012 -0.139 0.141 0.00
N 3.11548 -3.46141 0.73017 0.054 0.075 -0.053 0.01
C 1.85192 -3.75713 0.99322 -0.206 0.064 -0.030 0.00
C 0.80418 -2.90899 0.64010 0.215 -0.079 0.175 0.02
N 1.03835 -1.75756 0.01228 0.270 -0.094 0.130 0.01
H 4.17141 1.41714 -3.06484 0.046 0.002 0.001 0.00
H 1.65740 1.73767 -3.43822 0.005 0.002 0.012 0.00
H 4.37279 -2.10744 -0.20852 -0.002 -0.008 -0.007 0.00
H 1.64269 -4.68776 1.50585 0.058 -0.009 0.002 0.00
H -0.21795 -3.15712 0.88014 -0.038 0.018 0.004 0.00
C -1.68729 1.60373 -3.11630 0.025 -0.203 -0.040 0.01
C -2.34777 2.32628 -1.94944 0.105 0.196 -0.098 0.00
Ge -2.68647 1.35272 -0.26980 -0.383 -0.168 0.308 0.01
C -2.44637 2.50906 1.29090 -0.016 0.223 0.087 0.01
C -2.39692 1.78620 2.63079 -0.034 -0.171 0.104 0.00
C -4.47954 0.63736 -0.27231 -0.108 0.009 -0.104 0.00
C -4.50581 -0.69826 -0.13845 -0.431 -0.078 -0.020 0.00
Ge -2.66058 -1.26846 -0.00008 -0.045 0.142 0.064 0.03
C -1.89622 -2.10391 -1.62663 0.100 -0.135 -0.135 0.02
C -2.25819 -3.57753 -1.87039 0.046 -0.017 0.056 0.00
C -2.23160 -1.86379 1.82638 0.112 -0.137 0.159 0.01
C -2.59201 -3.31595 2.16307 -0.081 -0.027 0.006 0.00
C -5.70448 -1.56049 -0.02681 0.204 0.232 0.023 0.00
C -6.98911 -1.00970 -0.03062 -0.040 -0.027 -0.042 0.00
C -8.10298 -1.82112 0.07958 0.049 -0.041 0.011 0.00
C -7.95497 -3.19894 0.20604 -0.053 0.053 0.011 0.00
C -6.68794 -3.75607 0.22718 0.041 0.008 0.012 0.00
C -5.57235 -2.93662 0.11443 -0.078 -0.212 -0.028 0.00
H -1.62447 2.23623 -4.00224 -0.035 0.029 0.013 0.00
H -2.24475 0.70944 -3.40057 -0.017 0.024 -0.006 0.00
H -0.66571 1.27459 -2.89404 0.026 0.016 0.046 0.00
H -3.36476 2.60714 -2.23683 0.049 0.088 -0.021 0.00
H -1.83033 3.25861 -1.70939 0.014 -0.015 -0.017 0.00
H -3.32981 3.15567 1.25421 0.060 0.046 0.035 0.00
H -1.58486 3.16774 1.16842 0.017 -0.046 -0.055 0.00
H -3.32798 1.25200 2.83132 -0.002 0.016 -0.034 0.00
H -2.24158 2.48007 3.45701 -0.028 0.038 -0.027 0.00
H -1.59019 1.04836 2.67805 0.051 0.025 -0.046 0.00
H -5.38241 1.23901 -0.34861 0.004 0.004 0.021 0.00
H -0.79719 -2.03747 -1.69059 -0.006 0.138 0.053 0.00
H -2.28396 -1.48441 -2.43936 -0.040 -0.051 -0.001 0.00
H -1.90305 -4.22929 -1.07016 -0.015 0.030 0.015 0.00
H -1.81048 -3.93009 -2.79940 0.011 0.020 -0.005 0.00
H -3.33360 -3.71036 -1.96043 -0.080 0.024 0.045 0.00
H -2.82386 -1.17538 2.43389 -0.019 -0.055 0.020 0.00
H -1.19087 -1.65680 2.10096 -0.018 0.027 -0.089 0.00
H -3.66431 -3.49041 2.06227 0.102 0.036 0.050 0.00
H -2.32030 -3.55219 3.19205 0.003 0.030 0.006 0.00
H -2.08997 -4.04159 1.51906 0.013 0.003 -0.027 0.00
H -7.12801 0.05934 -0.11834 0.018 0.006 -0.015 0.00
H -9.09072 -1.38073 0.07199 -0.003 -0.005 0.001 0.00
H -8.82901 -3.82965 0.29655 0.011 -0.009 -0.010 0.00
H -6.56588 -4.82553 0.33528 0.004 0.002 -0.005 0.00
H -4.59179 -3.40077 0.14911 0.050 0.080 -0.114 0.00
N 1.93687 4.87800 0.34586 -0.001 -0.017 -0.033 0.00
C 1.75627 3.64058 0.84370 -0.096 0.027 -0.010 0.00
C 0.93075 2.68982 0.20948 0.099 0.152 0.115 0.01
N 0.78554 1.47355 0.72024 0.115 0.090 0.107 0.01
C 1.42943 1.16007 1.85104 -0.003 0.170 0.121 0.01
C 2.23346 2.11251 2.46526 -0.055 -0.157 -0.026 0.00
N 2.40451 3.32232 1.96819 0.039 0.043 0.051 0.01
H 1.37590 5.23067 -0.40790 -0.003 0.016 -0.004 0.00
H 2.47577 5.53652 0.88437 0.008 -0.014 0.027 0.00
H 0.38759 2.92954 -0.69890 0.022 -0.011 -0.024 0.00
H 1.29116 0.17264 2.26950 0.011 -0.030 -0.031 0.00
H 2.75226 1.87037 3.38503 0.030 0.056 -0.007 0.00
```
Forces are in eV/Å.

=====

# 2
This record from the OMol25 dataset describes a structure of composition C22H18CrNO3S at a distorted geometry. The level of theory is wB97M-V/def2-TZVPD.

Results
- <S²> = 3.808
- multiplicity = 4
- net charge = +2
- energy (eV) = -69974.2294
- HOMO-LUMO gap (spin up / spin down) (eV) = 6.10 / 6.46

```
46
Properties=species:S:1:pos:R:3:forces:R:3:nbo_charge:R:1
C -0.02312 -2.54347 -0.57527 0.024 0.134 -0.296 -0.75
S 0.64648 -1.02486 0.16035 1.648 -0.450 -0.286 0.83
C 1.41520 -1.82071 1.61354 -0.052 0.214 -0.061 -0.75
C 2.32034 -0.80597 -0.95658 -1.817 -1.492 0.453 -0.29
C 1.78115 -0.57064 -2.28150 -1.303 -0.305 -2.640 0.19
N 1.28289 -0.50907 -3.33815 1.157 0.020 2.390 -0.18
H -0.54393 -2.27349 -1.49880 0.119 -0.079 0.175 0.28
H 0.78482 -3.25718 -0.75982 -0.112 0.157 -0.029 0.25
H -0.72713 -2.97289 0.14621 0.090 0.254 -0.092 0.28
H 2.06300 -1.09166 2.11471 -0.258 -0.203 -0.069 0.26
H 0.59341 -2.13182 2.27222 0.268 0.164 -0.140 0.28
H 1.98638 -2.69638 1.28243 -0.140 0.245 0.081 0.25
H 2.73740 -1.81858 -0.86230 -0.119 0.198 -0.213 0.27
O 9.27948 4.06458 -3.70084 -1.487 -4.059 0.853 -0.34
C 8.88501 2.98006 -3.54213 2.336 7.572 -2.522 0.58
Cr 8.34647 1.24440 -2.97058 2.926 -0.669 1.740 -0.22
C 7.51916 2.15555 -1.54022 -3.018 3.303 4.918 0.61
O 7.09390 2.79096 -0.65846 1.507 -2.184 -3.007 -0.39
C 9.93883 1.37173 -1.93896 4.360 1.160 3.473 0.70
O 10.87377 1.63521 -1.29600 -3.383 -1.254 -2.507 -0.35
C 8.93119 -0.00720 -4.64937 0.246 -0.626 -1.225 -0.18
C 7.82387 0.77480 -5.00476 -0.409 -0.585 -1.346 -0.22
C 6.68458 0.77208 -4.19062 -1.597 0.254 -0.472 -0.15
C 6.59770 -0.06203 -3.05853 -1.899 -1.006 0.615 -0.10
C 5.41798 0.01084 -2.18456 -0.396 -0.030 -0.037 -0.01
C 4.42915 0.14784 -1.48688 1.632 -0.455 -0.481 0.06
C 3.30310 0.24395 -0.54169 0.326 1.279 0.602 -0.36
C 2.65620 1.63363 -0.55202 0.341 0.404 0.390 0.03
C 1.79385 1.97915 0.50116 0.042 0.338 -0.355 -0.25
C 1.18565 3.24191 0.50438 0.339 -0.164 -0.188 -0.18
C 1.49000 4.17215 -0.50503 -0.095 -0.470 -0.116 -0.18
C 2.39231 3.83704 -1.52341 -0.006 -0.221 0.365 -0.17
C 2.98724 2.56993 -1.53446 -0.116 0.027 0.074 -0.24
C 7.75513 -0.76505 -2.66576 -1.150 -1.125 0.732 -0.21
C 8.90138 -0.77509 -3.47809 0.432 -0.365 -0.256 -0.16
H 9.82732 0.00212 -5.27140 -0.231 0.000 0.214 0.28
H 7.84889 1.41443 -5.88657 0.068 -0.157 0.265 0.28
H 5.83184 1.41742 -4.40954 0.281 -0.295 -0.128 0.27
H 3.68237 0.03618 0.47621 -0.106 -0.029 -0.394 0.27
H 1.63846 1.28404 1.34087 -0.030 0.387 -0.386 0.20
H 0.49740 3.49801 1.30934 0.202 0.030 -0.231 0.24
H 0.99787 5.14522 -0.50821 0.218 -0.256 0.051 0.24
H 2.66011 4.55706 -2.29769 -0.164 -0.159 0.268 0.23
H 3.74760 2.30770 -2.28369 -0.555 0.206 0.259 0.22
H 7.74049 -1.30812 -1.72045 0.066 0.074 -0.319 0.28
H 9.76796 -1.36014 -3.17111 -0.182 0.216 -0.124 0.28
```
Forces are in eV/Å.

=====

# 3
This record from the OMol25 dataset describes the molecule C23H28N4O5S at a distorted geometry. The level of theory is wB97M-V/def2-TZVPD.

Results
- energy (eV) = -51340.5908
- structure (SMILES) = CC(C)C[C@H]1NC(=O)N(CC(=O)N2CCN(S(=O)(=O)c3ccc4ccccc4c3)CC2)C1=O
- HOMO-LUMO gap (eV) = 8.89

```
61
Properties=species:S:1:pos:R:3:forces:R:3:nbo_charge:R:1
C 0.08363 -0.40311 -6.61723 0.334 0.032 -0.032 -0.61
H 0.06556 -0.16776 -7.67852 -0.045 0.030 -0.129 0.21
H -0.91591 -0.25530 -6.21557 -0.158 -0.020 0.066 0.21
H 0.33914 -1.45163 -6.49824 -0.066 -0.131 -0.042 0.23
C 1.07875 0.49674 -5.89234 -0.295 0.112 0.148 -0.21
C 0.64670 1.95782 -6.00484 0.220 -0.229 -0.042 -0.60
H 0.53949 2.23866 -7.04933 -0.047 0.088 -0.105 0.21
H 1.37948 2.61853 -5.54664 0.045 0.124 0.054 0.20
H -0.30996 2.10852 -5.51020 -0.148 0.049 0.060 0.21
C 1.20623 0.11397 -4.41306 0.192 -0.091 -0.361 -0.40
H 0.21174 0.07848 -3.96448 -0.072 0.068 0.086 0.21
H 1.77353 0.89217 -3.89678 -0.021 -0.016 0.051 0.21
C 1.93485 -1.22454 -4.17525 -0.072 0.253 -0.280 -0.13
N 2.76679 -1.19775 -2.99887 0.200 0.168 -0.139 -0.62
C 2.38844 -2.07729 -2.04073 0.144 0.091 -0.197 0.79
O 2.84422 -2.20935 -0.93754 0.075 -0.190 0.418 -0.60
N 1.31934 -2.80197 -2.58887 -0.083 -0.154 0.236 -0.48
C 0.98628 -2.37255 -3.84215 0.194 0.088 -0.119 0.70
O 0.09203 -2.81807 -4.51467 -0.156 -0.006 -0.129 -0.58
C 0.66416 -3.90632 -1.92397 0.159 -0.292 0.187 -0.32
H -0.25637 -4.11907 -2.47581 0.120 0.056 0.043 0.25
H 1.30958 -4.79051 -1.95611 -0.195 0.136 0.056 0.24
C 0.37436 -3.64793 -0.44179 -0.068 -0.207 -0.294 0.69
O 0.77437 -4.42504 0.39907 0.179 -0.264 0.028 -0.61
N -0.38076 -2.57197 -0.13291 -0.171 0.196 0.198 -0.44
C -0.96275 -1.59854 -1.02755 0.067 0.288 -0.243 -0.24
H -0.92155 -1.92697 -2.06384 -0.072 -0.014 0.023 0.22
H -2.01545 -1.46978 -0.74541 0.056 -0.077 -0.147 0.21
C -0.25734 -0.24705 -0.84385 -0.341 -0.068 -0.611 -0.24
N -0.29564 0.17344 0.53976 -0.799 0.788 0.348 -0.67
S -1.74282 0.89602 1.01831 0.489 0.004 0.013 2.31
O -2.67825 -0.05819 1.55095 0.132 0.076 0.268 -0.95
O -2.17192 1.70986 -0.08183 0.159 0.169 -0.051 -0.94
C -1.14611 1.93348 2.34133 -0.354 -0.550 -0.137 -0.36
C -1.54735 1.71170 3.62484 -0.114 -0.145 -0.200 -0.09
C -1.06345 2.53438 4.66490 0.236 0.298 -0.117 -0.12
C -1.44859 2.34852 6.00888 0.011 0.048 0.165 -0.16
C -0.96234 3.16569 6.99106 -0.171 -0.226 -0.036 -0.21
C -0.07053 4.20250 6.67400 0.146 0.143 -0.177 -0.20
C 0.32218 4.40705 5.38037 0.010 0.044 0.173 -0.21
C -0.15981 3.58343 4.34177 -0.231 -0.252 0.146 0.04
C 0.22622 3.77464 2.99561 -0.080 -0.160 -0.314 -0.19
C -0.25789 2.96318 2.00893 0.277 0.405 0.043 -0.19
H 0.01101 3.08939 0.97297 0.134 0.121 -0.104 0.24
H 0.91031 4.57721 2.76209 0.061 0.067 -0.058 0.22
H 1.00789 5.20460 5.13385 0.069 0.082 -0.011 0.21
H 0.30268 4.83850 7.46285 0.048 0.067 0.038 0.22
H -1.26070 3.02025 8.01848 -0.045 -0.041 0.068 0.22
H -2.13546 1.54914 6.24405 -0.077 -0.081 0.050 0.22
H -2.23973 0.91013 3.83332 -0.079 -0.104 0.072 0.23
C 0.19729 -0.83606 1.45600 -0.021 -0.478 0.434 -0.24
H 0.04116 -0.46598 2.47010 0.157 -0.119 0.090 0.22
C -0.51092 -2.18003 1.25778 0.190 -0.040 0.383 -0.26
H -0.04984 -2.95489 1.87094 -0.099 0.119 -0.040 0.25
H -1.57033 -2.07683 1.50893 0.143 -0.107 -0.001 0.22
H 1.27011 -0.95866 1.27456 -0.072 0.049 0.051 0.23
H -0.75784 0.52954 -1.42331 0.146 -0.113 -0.177 0.24
H 0.79332 -0.31542 -1.14087 -0.068 0.052 0.036 0.20
H 3.51077 -0.53708 -2.85747 -0.048 -0.065 0.140 0.42
H 2.52449 -1.48497 -5.06392 -0.136 -0.052 0.064 0.22
H 2.06344 0.39053 -6.36334 0.010 -0.019 0.054 0.19
```
Forces are in eV/Å.

=====

# 4
This record from the OMol25 dataset describes the molecule C2H2F2O at a distorted geometry. The level of theory is wB97M-V/def2-TZVPD.

Results
- energy (eV) = -9584.0829
- HOMO-LUMO gap (spin up / spin down) (eV) = 6.93 / 8.97

```
7
Properties=species:S:1:pos:R:3:forces:R:3:nbo_charge:R:1
C 0.62920 0.98222 0.59222 0.561 -1.270 -1.961 0.09
C -0.84727 -0.73943 -0.88129 0.816 2.116 0.992 0.70
O 0.26125 0.12722 -0.32374 1.016 -0.791 -0.653 -0.47
F -0.31360 -1.83402 -1.48637 -0.110 1.121 1.288 -0.33
F -1.47787 -1.05229 0.25339 -0.633 -1.194 -0.088 -0.35
H 1.66440 1.35842 0.32787 -1.576 0.066 0.724 0.18
H 0.08389 1.15788 1.51793 -0.073 -0.048 -0.302 0.18
```
Forces are in eV/Å.

=====

Energy above the lowest of the compared OMol25 structures with the same formula, charge and spin (computed, kJ/mol): 59.50, 66.37, 46.52, 378.67